(1)
# C12H16F3N2O4ReS3

A structure of composition C12H16F3N2O4ReS3 at a distorted geometry (ωB97M-V/def2-TZVPD, OMol25).

Values from the calculation:
Energy relative to the best compared isomer or geometry (same formula, charge and spin) (kcal/mol): 23.1
LUMO (spin up / spin down) (eV): -5.75 / -4.32
HOMO energy (spin up / spin down) (eV): -11.19 / -11.79
Total energy (Ha): -2449.55659

Structure (ORCA input):
```
! wB97M-V def2-TZVPD RIJCOSX def2/J DEFGRID3
* xyz 1 2
Re -0.448 0.471 1.637
S -1.916 -1.262 0.994
C -3.152 -0.500 -0.004
C -4.150 -1.289 -0.575
C -5.113 -0.713 -1.384
C -5.104 0.662 -1.619
C -4.119 1.452 -1.058
C -3.125 0.880 -0.264
S -1.820 1.892 0.333
H -4.145 -2.347 -0.367
H -5.877 -1.331 -1.828
H -5.861 1.115 -2.240
H -4.095 2.517 -1.223
C 3.940 -0.140 -1.733
N 3.080 -0.103 -0.568
C 3.646 0.568 0.588
C 1.747 -0.279 -0.613
O 1.059 0.394 0.225
N 1.194 -1.118 -1.504
C 1.860 -2.301 -2.011
C -0.201 -1.001 -1.875
H 4.444 0.822 -1.830
H 3.371 -0.307 -2.641
H 4.700 -0.914 -1.632
H 4.653 0.189 0.751
H 3.042 0.356 1.469
H 3.689 1.651 0.441
H 2.788 -2.475 -1.478
H 2.060 -2.226 -3.081
H 1.203 -3.157 -1.852
H -0.625 -0.089 -1.452
H -0.774 -1.860 -1.523
H -0.267 -0.956 -2.964
F 2.240 2.169 4.146
C 0.968 2.205 3.786
F 0.374 3.253 4.325
F 0.928 2.361 2.429
S 0.084 0.571 4.089
O 0.816 -0.291 3.162
O 0.132 0.301 5.468
O -1.229 0.832 3.474
*
```

Table of Löwdin atomic charges, one value per atom, all in e:
1 Re 1.018
2 S 0.737
3 C -0.635
4 C -0.104
5 C -0.048
6 C -0.050
7 C -0.104
8 C -0.642
9 S 0.746
10 H 0.109
11 H 0.116
12 H 0.116
13 H 0.108
14 C -0.026
15 N -0.119
16 C -0.014
17 C -0.420
18 O -0.191
19 N -0.113
20 C -0.024
21 C -0.044
22 H 0.104
23 H 0.091
24 H 0.103
25 H 0.105
26 H 0.081
27 H 0.109
28 H 0.096
29 H 0.102
30 H 0.104
31 H 0.055
32 H 0.076
33 H 0.110
34 F 0.187
35 C -0.622
36 F 0.197
37 F 0.048
38 S 0.536
39 O -0.357
40 O -0.156
41 O -0.382

(2)
# C12H16N2

An isolated molecule of C12H16N2 at a distorted geometry (ωB97M-V/def2-TZVPD, OMol25).

Values from the calculation:
Energy relative to the best compared isomer or geometry (same formula, charge and spin) (kcal/mol): 87.3
LUMO (eV): 0.87
HOMO energy (eV): -8.63
Total energy (Ha): -576.24081

Structure (ORCA input):
```
! wB97M-V def2-TZVPD RIJCOSX def2/J DEFGRID3
* xyz 0 1
C 0.880 1.088 -2.778
N 0.885 0.075 -1.712
C 0.523 -1.182 -2.260
C -0.976 -1.273 -1.774
C -0.929 -0.888 -0.329
C -2.068 -0.643 0.669
C -1.540 0.170 1.881
C -0.104 0.395 1.942
C 0.549 0.332 3.150
C 1.982 0.673 3.105
N 2.635 0.841 1.954
C 1.909 0.863 0.819
C 0.616 0.564 0.820
C -0.077 0.322 -0.578
H 1.913 1.238 -2.949
H 0.525 2.046 -2.376
H 0.312 1.000 -3.805
H 0.582 -1.219 -3.356
H 1.109 -1.938 -1.692
H -1.526 -2.257 -1.984
H -1.620 -0.592 -2.151
H -0.202 -1.680 0.042
H -2.837 -0.071 0.123
H -2.782 -1.549 1.046
H -1.979 1.102 2.005
H -1.911 -0.007 2.966
H 0.000 -0.005 3.959
H 2.494 0.690 4.190
H 2.409 0.792 -0.193
H -0.770 1.114 -0.737
*
```

Table of Löwdin atomic charges, one value per atom, all in e:
1 C -0.089
2 N -0.172
3 C -0.163
4 C -0.150
5 C -0.309
6 C -0.101
7 C -0.143
8 C -0.241
9 C 0.011
10 C -0.125
11 N 0.048
12 C -0.103
13 C -0.140
14 C -0.207
15 H 0.059
16 H 0.079
17 H 0.122
18 H 0.117
19 H 0.128
20 H 0.140
21 H 0.072
22 H 0.169
23 H 0.106
24 H 0.160
25 H 0.095
26 H 0.147
27 H 0.075
28 H 0.135
29 H 0.135
30 H 0.145

(3)
# C12H16N2

A cluster of 2 separate species, C12H16N2 in total at a distorted geometry (ωB97M-V/def2-TZVPD, OMol25).

Values from the calculation:
Energy relative to the best compared isomer or geometry (same formula, charge and spin) (kcal/mol): 76.8
LUMO (eV): 0.80
HOMO energy (eV): -8.48
Total energy (Ha): -576.25764

Structure (ORCA input):
```
! wB97M-V def2-TZVPD RIJCOSX def2/J DEFGRID3
* xyz 0 1
C -0.392 1.789 1.085
C -1.770 1.339 1.604
C -1.579 0.179 2.555
C -1.602 -1.211 2.233
N -1.070 -1.798 3.389
C -0.774 -0.816 4.301
N -1.015 0.418 3.774
H -0.143 1.100 0.166
H 0.199 1.873 2.072
H -0.278 2.773 0.579
H -2.335 2.145 2.204
H -2.308 1.012 0.776
H -2.172 -1.731 1.481
H -1.263 -2.719 3.829
H -0.676 -1.013 5.249
C 1.897 0.837 -4.063
C 1.442 0.116 -2.911
C 2.044 -0.970 -2.407
C 1.752 -1.452 -1.070
C 0.607 -0.948 -0.517
C -0.352 -0.207 -1.301
C 0.107 0.402 -2.376
H 1.057 1.023 -4.788
H 2.780 0.333 -4.659
H 2.453 1.748 -3.795
H 2.848 -1.458 -3.053
H 2.273 -2.200 -0.562
H 0.122 -1.261 0.356
H -1.441 -0.298 -1.062
H -0.412 0.994 -3.089
*
```

Table of Löwdin atomic charges, one value per atom, all in e:
1 C -0.108
2 C -0.218
3 C -0.329
4 C -0.053
5 N 0.024
6 C -0.144
7 N 0.099
8 H 0.051
9 H 0.096
10 H 0.068
11 H 0.134
12 H 0.058
13 H 0.107
14 H 0.161
15 H 0.057
16 C -0.088
17 C -0.330
18 C -0.055
19 C -0.038
20 C -0.094
21 C -0.145
22 C -0.049
23 H 0.094
24 H 0.116
25 H 0.086
26 H 0.130
27 H 0.082
28 H 0.057
29 H 0.131
30 H 0.100

(4)
# C12H16N2O

A cluster of 2 separate species, C12H16N2O in total at a distorted geometry (ωB97M-V/def2-TZVPD, OMol25).

Values from the calculation:
Energy relative to the best compared isomer or geometry (same formula, charge and spin) (kcal/mol): 48.9
LUMO (eV): 0.60
HOMO energy (eV): -8.32
Total energy (Ha): -651.56572

Structure (ORCA input):
```
! wB97M-V def2-TZVPD RIJCOSX def2/J DEFGRID3
* xyz 0 1
C -1.169 1.071 -2.448
C -0.639 -0.371 -2.096
C 0.845 -0.408 -1.874
C 1.920 0.423 -1.759
N 2.903 -0.256 -1.089
C 2.478 -1.562 -0.987
N 1.286 -1.692 -1.532
H -1.089 1.098 -3.546
H -0.660 1.776 -1.797
H -2.247 1.137 -2.280
H -1.106 -0.570 -1.122
H -1.051 -0.906 -2.970
H 1.909 1.492 -1.882
H 3.883 -0.035 -1.022
H 2.872 -2.362 -0.407
C -2.754 -1.255 1.374
C -1.512 -0.367 1.741
C -0.270 -0.979 1.767
C 0.953 -0.317 1.958
C 0.834 1.081 1.908
O 1.963 1.856 1.795
C -0.363 1.722 1.743
C -1.539 1.040 1.674
H -2.575 -1.660 0.363
H -3.664 -0.666 1.338
H -2.736 -2.171 1.970
H -0.240 -2.089 1.832
H 1.869 -0.863 2.127
H 2.784 1.467 2.099
H -0.430 2.816 1.693
H -2.455 1.552 1.430
*
```

Table of Löwdin atomic charges, one value per atom, all in e:
1 C -0.104
2 C -0.183
3 C -0.292
4 C -0.080
5 N 0.044
6 C -0.199
7 N 0.085
8 H 0.072
9 H 0.059
10 H 0.062
11 H 0.083
12 H 0.113
13 H 0.112
14 H 0.141
15 H 0.105
16 C -0.042
17 C -0.263
18 C -0.073
19 C -0.011
20 C -0.326
21 O 0.026
22 C -0.047
23 C -0.053
24 H 0.067
25 H 0.066
26 H 0.070
27 H 0.125
28 H 0.108
29 H 0.098
30 H 0.129
31 H 0.110

Q: The lowest energy relative to the best compared isomer or geometry (same formula, charge and spin) belongs to which entry?
A: C12H16F3N2O4ReS3

Repeat the fourth record exactly.
# C12H16N2O

A cluster of 2 separate species, C12H16N2O in total at a distorted geometry (ωB97M-V/def2-TZVPD, OMol25).

Values from the calculation:
Energy relative to the best compared isomer or geometry (same formula, charge and spin) (kcal/mol): 48.9
LUMO (eV): 0.60
HOMO energy (eV): -8.32
Total energy (Ha): -651.56572

Structure (ORCA input):
```
! wB97M-V def2-TZVPD RIJCOSX def2/J DEFGRID3
* xyz 0 1
C -1.169 1.071 -2.448
C -0.639 -0.371 -2.096
C 0.845 -0.408 -1.874
C 1.920 0.423 -1.759
N 2.903 -0.256 -1.089
C 2.478 -1.562 -0.987
N 1.286 -1.692 -1.532
H -1.089 1.098 -3.546
H -0.660 1.776 -1.797
H -2.247 1.137 -2.280
H -1.106 -0.570 -1.122
H -1.051 -0.906 -2.970
H 1.909 1.492 -1.882
H 3.883 -0.035 -1.022
H 2.872 -2.362 -0.407
C -2.754 -1.255 1.374
C -1.512 -0.367 1.741
C -0.270 -0.979 1.767
C 0.953 -0.317 1.958
C 0.834 1.081 1.908
O 1.963 1.856 1.795
C -0.363 1.722 1.743
C -1.539 1.040 1.674
H -2.575 -1.660 0.363
H -3.664 -0.666 1.338
H -2.736 -2.171 1.970
H -0.240 -2.089 1.832
H 1.869 -0.863 2.127
H 2.784 1.467 2.099
H -0.430 2.816 1.693
H -2.455 1.552 1.430
*
```

Table of Löwdin atomic charges, one value per atom, all in e:
1 C -0.104
2 C -0.183
3 C -0.292
4 C -0.080
5 N 0.044
6 C -0.199
7 N 0.085
8 H 0.072
9 H 0.059
10 H 0.062
11 H 0.083
12 H 0.113
13 H 0.112
14 H 0.141
15 H 0.105
16 C -0.042
17 C -0.263
18 C -0.073
19 C -0.011
20 C -0.326
21 O 0.026
22 C -0.047
23 C -0.053
24 H 0.067
25 H 0.066
26 H 0.070
27 H 0.125
28 H 0.108
29 H 0.098
30 H 0.129
31 H 0.110

Copy entry 1 word for word.
# C12H16F3N2O4ReS3

A structure of composition C12H16F3N2O4ReS3 at a distorted geometry (ωB97M-V/def2-TZVPD, OMol25).

Values from the calculation:
Energy relative to the best compared isomer or geometry (same formula, charge and spin) (kcal/mol): 23.1
LUMO (spin up / spin down) (eV): -5.75 / -4.32
HOMO energy (spin up / spin down) (eV): -11.19 / -11.79
Total energy (Ha): -2449.55659

Structure (ORCA input):
```
! wB97M-V def2-TZVPD RIJCOSX def2/J DEFGRID3
* xyz 1 2
Re -0.448 0.471 1.637
S -1.916 -1.262 0.994
C -3.152 -0.500 -0.004
C -4.150 -1.289 -0.575
C -5.113 -0.713 -1.384
C -5.104 0.662 -1.619
C -4.119 1.452 -1.058
C -3.125 0.880 -0.264
S -1.820 1.892 0.333
H -4.145 -2.347 -0.367
H -5.877 -1.331 -1.828
H -5.861 1.115 -2.240
H -4.095 2.517 -1.223
C 3.940 -0.140 -1.733
N 3.080 -0.103 -0.568
C 3.646 0.568 0.588
C 1.747 -0.279 -0.613
O 1.059 0.394 0.225
N 1.194 -1.118 -1.504
C 1.860 -2.301 -2.011
C -0.201 -1.001 -1.875
H 4.444 0.822 -1.830
H 3.371 -0.307 -2.641
H 4.700 -0.914 -1.632
H 4.653 0.189 0.751
H 3.042 0.356 1.469
H 3.689 1.651 0.441
H 2.788 -2.475 -1.478
H 2.060 -2.226 -3.081
H 1.203 -3.157 -1.852
H -0.625 -0.089 -1.452
H -0.774 -1.860 -1.523
H -0.267 -0.956 -2.964
F 2.240 2.169 4.146
C 0.968 2.205 3.786
F 0.374 3.253 4.325
F 0.928 2.361 2.429
S 0.084 0.571 4.089
O 0.816 -0.291 3.162
O 0.132 0.301 5.468
O -1.229 0.832 3.474
*
```

Table of Löwdin atomic charges, one value per atom, all in e:
1 Re 1.018
2 S 0.737
3 C -0.635
4 C -0.104
5 C -0.048
6 C -0.050
7 C -0.104
8 C -0.642
9 S 0.746
10 H 0.109
11 H 0.116
12 H 0.116
13 H 0.108
14 C -0.026
15 N -0.119
16 C -0.014
17 C -0.420
18 O -0.191
19 N -0.113
20 C -0.024
21 C -0.044
22 H 0.104
23 H 0.091
24 H 0.103
25 H 0.105
26 H 0.081
27 H 0.109
28 H 0.096
29 H 0.102
30 H 0.104
31 H 0.055
32 H 0.076
33 H 0.110
34 F 0.187
35 C -0.622
36 F 0.197
37 F 0.048
38 S 0.536
39 O -0.357
40 O -0.156
41 O -0.382

Q: Look up the total energy of the third one.
A: -576.25764 Ha